# 1
{
  "formula": "C24H27Br4F5N4O3SbSc",
  "method": "ωB97M-V with the def2-TZVPD basis set",
  "symbols": ["Sc", "Br", "C", "C", "Br", "C", "Br", "C", "O", "C", "O", "C", "Br", "C", "C", "Sb", "C", "C", "C", "C", "H", "H", "H", "H", "H", "H", "H", "H", "H", "H", "H", "H", "H", "H", "H", "F", "C", "C", "F", "C", "F", "C", "O", "C", "F", "C", "F", "C", "N", "C", "N", "C", "N", "C", "N", "C", "C", "H", "H", "H", "H", "H", "H", "H", "H", "H", "H", "H", "H"],
  "coordinates": [[0.5185, 0.3147, -0.4891], [4.2247, -5.5046, -0.3161], [3.6204, -3.7505, -0.6322], [4.5096, -2.7713, -1.1550], [6.2950, -3.2332, -1.5139], [4.0705, -1.4845, -1.3898], [5.2466, -0.1185, -1.9238], [2.7276, -1.1648, -1.1945], [2.2153, 0.0536, -1.4217], [1.8385, -2.1327, -0.6551], [0.6094, -1.7094, -0.4067], [2.3132, -3.4175, -0.3737], [1.0846, -4.5928, 0.4082], [-1.8331, -2.2496, 3.0607], [-2.4720, -3.0912, 1.9666], [-2.9646, -1.9370, 0.1657], [-5.0167, -2.3717, -0.4467], [-5.5798, -3.6385, 0.1891], [-2.0363, -2.4545, -1.7602], [-1.9691, -3.9637, -1.9508], [-1.5240, -2.8800, 3.8945], [-2.5113, -1.4973, 3.4784], [-0.9459, -1.7044, 2.7212], [-3.4199, -3.5355, 2.2825], [-1.8085, -3.8703, 1.5936], [-4.9633, -2.4386, -1.5308], [-5.5767, -1.4767, -0.1637], [-4.9525, -4.5131, 0.0205], [-6.5562, -3.8777, -0.2334], [-5.7000, -3.5431, 1.2684], [-1.0635, -1.9533, -1.7406], [-2.6886, -1.9811, -2.4985], [-1.3752, -4.4677, -1.1941], [-1.5318, -4.2264, -2.9107], [-2.9623, -4.4244, -1.9074], [-3.8369, 3.2328, -0.7401], [-2.8578, 2.3572, -0.5995], [-3.1230, 0.8987, -0.5930], [-3.1009, 0.1664, -1.7118], [-3.3119, 0.1394, 0.6663], [-4.3383, 0.3973, 1.5708], [-1.9450, 0.7669, 0.7265], [-0.9692, -0.0632, 0.7620], [-1.8033, 2.2516, 0.6189], [-1.7606, 3.0125, 1.7190], [-1.4407, 2.8528, -0.6624], [-0.6090, 1.4899, -1.5492], [1.2814, 3.4031, 1.2151], [2.1890, 4.5554, 1.2663], [2.2831, 5.1344, -0.0823], [2.7799, 4.1601, -1.0658], [1.8666, 3.0223, -1.0794], [1.7370, 2.3578, 0.2446], [3.1134, 1.9550, 0.6800], [4.0481, 3.0815, 0.7200], [3.5345, 4.0925, 1.6454], [4.1020, 3.6901, -0.6216], [0.2965, 3.7579, 0.8896], [1.2159, 2.9724, 2.2283], [2.9724, 5.9854, -0.0440], [1.2804, 5.4709, -0.3851], [2.2037, 2.2428, -1.7779], [0.8607, 3.3667, -1.3596], [3.4946, 1.2012, -0.0071], [3.0477, 1.5403, 1.6945], [4.1998, 4.9555, 1.6579], [3.5018, 3.6633, 2.6499], [4.4823, 2.9525, -1.3338], [4.7830, 4.5440, -0.5831]],
  "homo_energy_ev": -7.77,
  "e_tot_ha": -13171.71844,
  "relative_energy_ev": 0.000,
  "total_charge": 0,
  "lumo_ev": -0.17,
  "fmax_ev_per_a": 3.58,
  "molar_mass_g_mol": 1000.8
}

=====

# 2
{
  "formula": "C24H27Br6N3O6",
  "method": "ωB97M-V with the def2-TZVPD basis set",
  "symbols": ["Br", "C", "C", "Br", "H", "H", "H", "H", "Br", "C", "C", "Br", "H", "H", "H", "H", "Br", "C", "C", "Br", "H", "H", "H", "H", "C", "C", "C", "C", "C", "C", "N", "O", "O", "H", "H", "H", "H", "H", "C", "C", "C", "C", "C", "C", "N", "O", "O", "H", "H", "H", "H", "H", "C", "C", "C", "C", "C", "C", "N", "O", "O", "H", "H", "H", "H", "H"],
  "coordinates": [[-2.5852, 5.7335, -2.3838], [-3.5159, 4.0986, -2.8988], [-3.9627, 3.3092, -1.7094], [-4.7325, 1.7470, -2.5304], [-2.8150, 3.5110, -3.4262], [-4.4043, 4.4584, -3.4200], [-4.7187, 3.5221, -0.9126], [-3.0281, 3.0574, -1.1697], [-5.8594, -1.8810, -4.3323], [-4.1828, -2.8526, -3.9084], [-3.0442, -1.8962, -4.0829], [-1.3892, -3.0120, -4.0706], [-4.0608, -3.6507, -4.5948], [-4.3438, -3.2533, -2.9202], [-2.8787, -1.1573, -3.2865], [-3.1576, -1.4864, -5.1032], [-3.5989, -1.3369, 2.0013], [-2.9219, -0.8211, 0.2532], [-1.7601, -1.7546, -0.2036], [-0.1184, -1.3950, 0.9133], [-2.6059, 0.2642, 0.3069], [-3.7449, -1.0164, -0.4662], [-1.4369, -1.6375, -1.1919], [-1.9286, -2.8054, -0.0239], [0.6545, 3.7840, 4.5900], [0.1713, 4.9373, 3.9948], [-0.7892, 4.8803, 2.9860], [-1.2824, 3.6123, 2.7350], [-0.8583, 2.4811, 3.3330], [0.1839, 2.5364, 4.2246], [-2.3287, 3.5655, 1.6275], [-2.8723, 2.5016, 1.3667], [-2.5249, 4.6448, 1.0818], [1.4921, 3.8338, 5.3103], [0.6057, 5.8950, 4.3387], [-1.1253, 5.7360, 2.4330], [-1.3053, 1.4903, 3.2139], [0.5314, 1.7307, 4.8061], [3.2819, -0.7415, -1.1291], [2.8000, 0.4219, -0.5084], [1.6758, 1.0076, -0.9835], [0.9279, 0.3091, -1.8628], [1.2894, -0.8799, -2.4212], [2.5164, -1.3801, -2.1309], [-0.3845, 0.8698, -2.2897], [-0.9959, 0.1486, -3.0275], [-0.7016, 1.9514, -1.8268], [4.2181, -1.2056, -0.8186], [3.3928, 0.8979, 0.2216], [1.3177, 1.9857, -0.6534], [0.7131, -1.3334, -3.2018], [2.9463, -2.1795, -2.7267], [2.8512, -3.6845, 1.0835], [3.2373, -2.6140, 1.8433], [4.4494, -2.5418, 2.5005], [5.2693, -3.6628, 2.3207], [4.9020, -4.7930, 1.5385], [3.6317, -4.7948, 0.9961], [6.6242, -3.6100, 2.7979], [7.3427, -4.4927, 2.4218], [6.8903, -2.7271, 3.5849], [1.8668, -3.6546, 0.6191], [2.5873, -1.7515, 1.8944], [4.7115, -1.6718, 3.0431], [5.6130, -5.6056, 1.3638], [3.2677, -5.6416, 0.4702]],
  "homo_energy_ev": -9.95,
  "e_tot_ha": -16990.21736,
  "relative_energy_ev": 0.000,
  "total_charge": 0,
  "lumo_ev": -0.72,
  "smiles": "O=[N+]([O-])c1ccccc1.O=[N+]([O-])c1ccccc1.O=[N+]([O-])c1ccccc1.BrCCBr.BrCCBr.BrCCBr",
  "fmax_ev_per_a": 2.79,
  "molar_mass_g_mol": 932.9
}

=====

# 3
{
  "formula": "C24H27BrN8O3",
  "method": "ωB97M-V with the def2-TZVPD basis set",
  "symbols": ["O", "C", "Br", "C", "N", "C", "O", "C", "C", "C", "C", "C", "C", "C", "O", "H", "H", "H", "H", "H", "H", "C", "C", "N", "H", "H", "H", "C", "C", "N", "H", "H", "H", "C", "C", "N", "H", "H", "H", "C", "C", "N", "H", "H", "H", "C", "C", "N", "H", "H", "H", "C", "C", "N", "H", "H", "H", "C", "C", "N", "H", "H", "H"],
  "coordinates": [[0.7629, -2.3473, 4.7543], [0.1983, -3.5015, 4.1916], [-1.6603, -3.2866, 3.6236], [1.0256, -4.7824, 4.0338], [2.0255, -4.7614, 2.9253], [3.1492, -3.8805, 3.0461], [4.1866, -4.0616, 3.6248], [2.6836, -2.6585, 2.1967], [3.0426, -1.2628, 2.2215], [2.3445, -0.3773, 1.2699], [1.3146, -0.9079, 0.3484], [0.9594, -2.3415, 0.3264], [1.6573, -3.1893, 1.2571], [1.5548, -4.7129, 1.5771], [1.2257, -5.6141, 0.8659], [0.3012, -5.6095, 3.8125], [1.5498, -5.0176, 5.0035], [3.7963, -0.8940, 2.9456], [2.5751, 0.7088, 1.2551], [0.7492, -0.2308, -0.3553], [0.1800, -2.7702, -0.3340], [3.5018, -2.1767, 7.4831], [2.4860, -2.2436, 6.4102], [1.7001, -2.3000, 5.5754], [3.6585, -3.1715, 7.8989], [4.4454, -1.8041, 7.0826], [3.1594, -1.5084, 8.2730], [-2.9247, -0.2645, -1.1615], [-1.6855, 0.1520, -1.8552], [-0.7205, 0.4818, -2.4114], [-2.9862, -1.3528, -1.1351], [-2.9258, 0.1174, -0.1415], [-3.7908, 0.1290, -1.6879], [-4.3233, 3.1300, -3.7101], [-4.4893, 2.6995, -2.3019], [-4.6169, 2.3691, -1.2091], [-3.8458, 2.3449, -4.2864], [-5.2974, 3.3465, -4.1477], [-3.7083, 4.0279, -3.7546], [-3.0411, -0.2432, -6.7146], [-3.1841, 1.2213, -6.5488], [-3.2935, 2.3565, -6.4194], [-3.8261, -0.7566, -6.1602], [-3.1197, -0.5052, -7.7692], [-2.0702, -0.5644, -6.3384], [5.6930, -1.3046, -0.8127], [5.5643, 0.1618, -0.6501], [5.4603, 1.2971, -0.5215], [4.9108, -1.8090, -0.2443], [5.5967, -1.5700, -1.8650], [6.6664, -1.6333, -0.4497], [-5.4986, 6.5158, -0.7165], [-5.9142, 6.6530, -2.1370], [-6.2387, 6.7680, -3.2355], [-5.5218, 7.4903, -0.2299], [-6.1766, 5.8411, -0.1951], [-4.4873, 6.1145, -0.6619], [1.0282, 3.7680, -2.3558], [1.5306, 3.1308, -1.1086], [1.9049, 2.6269, -0.1498], [1.0339, 3.0438, -3.1695], [0.0097, 4.1237, -2.2045], [1.6630, 4.6117, -2.6248]],
  "homo_energy_ev": -5.79,
  "e_tot_ha": -4168.14134,
  "relative_energy_ev": 0.000,
  "total_charge": 0,
  "lumo_ev": 0.10,
  "fmax_ev_per_a": 3.82,
  "molar_mass_g_mol": 555.4
}